Record 1
# C13H17N4O10P2SW

A structure of composition C13H17N4O10P2SW (ωB97M-V/def2-TZVPD, the Open Molecules 2025 dataset).

Output
- Kohn-Sham gap (spin up / spin down): 7.0 / 7.0 eV
- LUMO (spin up / spin down): -4.8 / -4.8 eV
- Total charge: +1
- E_HOMO (spin up / spin down): -11.89 / -11.89 eV

XYZ file:
```
48
Properties=species:S:1:pos:R:3:forces:R:3
W -0.539071 -0.081532 -0.446680 -2.9 -0.8 -0.2
O 0.935458 -1.875853 -3.868829 0.0 0.1 -0.1
C 0.800961 -1.161086 -2.921464 -0.1 -0.5 0.0
O -0.263731 -1.161209 -2.115949 0.3 0.1 0.2
C 1.815220 -0.182579 -2.449867 -0.1 0.1 0.0
C 3.097648 -0.037018 -2.931448 0.1 0.0 -0.2
C 3.963199 0.807248 -2.251245 0.0 0.0 0.0
C 3.525208 1.433911 -1.093077 0.1 0.1 0.1
C 2.221405 1.239165 -0.692733 -0.1 0.0 -0.2
N 1.371146 0.480843 -1.389002 0.7 0.3 0.1
C 1.615850 1.720926 0.575692 -0.1 0.1 0.2
O 2.249430 2.208657 1.478049 -0.1 0.1 0.0
O 0.325867 1.481290 0.611564 0.1 0.0 0.2
H 3.400722 -0.599963 -3.803581 0.0 0.0 0.0
H 4.979154 0.943347 -2.596159 0.0 0.0 0.0
H 4.176931 2.048309 -0.487423 0.0 0.0 0.0
N 0.559817 -2.237937 4.028551 0.1 -0.1 -0.1
C -0.479130 -1.990427 2.956978 -0.1 0.1 -0.2
C -1.737575 -2.785949 3.278837 0.0 0.0 0.0
P 0.344078 -2.578801 1.382110 0.1 -0.4 0.2
O -0.806608 -3.245636 0.516576 0.0 -0.1 0.1
O 1.392167 -3.523898 1.821234 0.0 0.3 0.1
O 0.741420 -1.331679 0.565050 -0.1 0.0 -0.5
P -0.835905 -0.186048 2.875179 0.1 -0.1 0.0
O 0.701461 0.252494 2.999662 0.0 0.0 0.1
O -1.692483 0.320225 3.945119 -0.1 -0.1 -0.1
O -1.376468 -0.059193 1.424253 0.4 0.2 0.2
H 1.128619 -3.040635 3.696953 0.0 0.0 0.1
H 0.131649 -2.417939 4.936135 0.0 0.0 0.0
H 1.171171 -1.417698 4.102585 0.0 0.0 0.0
H -1.537057 -3.858777 3.312270 0.0 0.0 0.0
H -2.490922 -2.600622 2.514919 0.0 0.0 0.0
H -2.151510 -2.458706 4.233949 0.0 0.0 0.0
H -0.859714 -4.204677 0.627754 0.0 0.0 -0.1
H 0.941352 1.186010 2.885470 0.0 0.0 0.0
C -1.634746 1.335007 -3.687838 0.0 0.0 0.0
N -1.832318 2.129411 -2.479761 0.1 -0.1 -0.1
C -2.500181 3.341340 -2.429623 0.0 0.0 0.0
C -2.540675 3.715590 -1.135331 0.0 0.0 0.0
N -1.890738 2.724539 -0.432118 0.1 0.1 0.0
C -1.470735 1.748585 -1.247749 0.3 0.0 -0.2
S -2.634898 -0.623327 -0.912790 1.4 0.5 0.3
H -1.892954 1.942683 -4.549986 0.0 0.0 0.0
H -2.261656 0.446083 -3.661728 0.0 0.0 0.0
H -0.592583 1.037650 -3.771377 0.0 0.0 0.0
H -2.873331 3.824525 -3.314441 0.0 0.0 0.0
H -2.956655 4.586316 -0.662735 0.0 0.0 0.0
H -1.738291 2.707037 0.564045 0.0 0.0 0.0
```
Forces are in eV/Å.

Mulliken population analysis, charges in e, atoms 1 to 2: 3.8415 -0.5817

---

Record 2
# C50H37N4P2SSeSiZn

A structure of composition C50H37N4P2SSeSiZn (ωB97M-V/def2-TZVPD, the Open Molecules 2025 dataset).

Output
- Kohn-Sham gap (spin up / spin down): 4.6 / 5.0 eV
- LUMO (spin up / spin down): -0.9 / -0.9 eV
- Multiplicity: 2
- E_HOMO (spin up / spin down): -5.47 / -5.94 eV

XYZ file:
```
97
Properties=species:S:1:pos:R:3:forces:R:3
Zn -1.058555 -0.189478 0.245897 0.2 -0.3 -0.4
C -2.780741 2.299046 -1.749948 0.1 0.0 0.0
Si -1.259335 1.959376 -0.665348 -0.1 0.1 0.2
C -1.143900 3.441295 0.535440 0.1 0.1 0.0
C -1.998962 4.544562 0.407508 -0.1 -0.2 0.1
C -1.964428 5.603809 1.298280 0.0 0.0 0.1
C -1.054232 5.599471 2.348391 -0.1 0.1 0.0
C -0.181781 4.536537 2.485424 0.0 -0.1 0.0
C -0.218523 3.464924 1.592782 0.1 0.0 -0.1
P 1.046828 2.128995 1.700702 -0.1 0.0 -0.1
C 0.984125 1.671908 3.467560 0.0 0.0 0.0
C 2.109130 1.191116 4.138570 0.0 0.0 -0.1
C 2.005967 0.673326 5.421203 0.0 0.0 0.0
C 0.770598 0.602211 6.048327 0.0 0.0 0.0
C -0.360025 1.057370 5.383131 0.0 0.0 0.0
C -0.254068 1.589602 4.106755 0.0 0.0 0.0
C 2.576942 3.125866 1.519390 0.0 -0.1 -0.1
C 3.264584 3.771127 2.544320 0.0 0.1 0.0
C 4.396929 4.525417 2.268708 0.0 0.0 0.0
C 4.852182 4.652828 0.964621 0.0 0.0 0.0
C 4.171174 4.020397 -0.066205 0.0 0.0 0.0
C 3.048511 3.256053 0.211068 0.0 -0.1 0.0
C 0.219628 2.238592 -1.852511 0.0 -0.1 -0.1
C 0.485525 3.582588 -2.143357 0.0 0.0 0.0
C 1.508802 3.983040 -2.984738 0.0 0.0 0.0
C 2.318852 3.023190 -3.567444 0.0 0.1 0.0
C 2.083778 1.685293 -3.303851 0.0 0.0 0.0
C 1.044126 1.269872 -2.459775 0.0 0.0 0.1
P 0.878972 -0.563567 -2.310899 0.0 0.0 -0.2
C 2.563207 -1.157361 -2.637129 0.0 -0.1 0.1
C 3.552692 -0.778182 -1.730122 0.0 0.0 0.0
C 4.850138 -1.229411 -1.884771 0.0 0.0 0.0
C 5.169865 -2.074188 -2.942232 0.0 0.0 0.0
C 4.187582 -2.465498 -3.836796 0.0 0.0 0.0
C 2.883625 -2.008980 -3.683957 0.0 0.0 0.0
C -0.097063 -1.006396 -3.796489 0.0 0.0 0.0
C 0.138537 -0.457379 -5.056704 0.0 0.1 0.0
C -0.640243 -0.828615 -6.140528 0.0 0.0 0.0
C -1.667038 -1.750990 -5.974176 0.0 0.0 0.0
C -1.906542 -2.300032 -4.724896 0.0 0.0 0.0
C -1.124584 -1.929890 -3.638152 0.0 0.0 0.0
H -2.688373 3.215892 -2.338568 0.0 0.0 0.0
H -3.683999 2.374176 -1.138983 0.0 0.0 0.0
H -2.917389 1.477469 -2.458259 0.0 0.0 0.0
H -2.723581 4.569191 -0.398349 0.0 0.0 0.0
H -2.647670 6.435288 1.175621 0.0 0.0 0.0
H -1.017767 6.426357 3.046050 0.0 0.0 0.0
H 0.545813 4.542127 3.289135 0.0 0.0 0.0
H 3.077095 1.211135 3.652248 0.0 0.0 0.0
H 2.894152 0.317896 5.928679 0.0 0.0 0.0
H 0.688578 0.193676 7.047153 0.0 0.0 0.0
H -1.329948 1.003094 5.861896 0.0 0.0 0.0
H -1.143403 1.948836 3.600390 0.0 0.0 0.0
H 2.913415 3.698868 3.565252 0.0 0.0 0.0
H 4.920946 5.019900 3.076835 0.0 0.0 0.0
H 5.735400 5.241677 0.752817 0.0 0.0 0.0
H 4.516234 4.113011 -1.088200 0.0 0.0 0.0
H 2.527669 2.757676 -0.598551 0.0 0.0 0.0
H -0.121276 4.348625 -1.674135 0.0 0.0 0.0
H 1.678602 5.035754 -3.173196 0.0 0.0 0.0
H 3.135032 3.307974 -4.219162 0.0 0.0 0.0
H 2.741890 0.953212 -3.752421 0.0 0.0 0.0
H 3.297392 -0.131614 -0.896774 0.0 0.0 0.0
H 5.613063 -0.931047 -1.177417 0.0 0.0 0.0
H 6.184414 -2.431925 -3.061514 0.0 0.0 0.0
H 4.431144 -3.132511 -4.653466 0.0 0.0 0.0
H 2.116842 -2.330363 -4.376452 0.0 0.0 0.0
H 0.926351 0.271995 -5.197240 0.0 0.0 0.0
H -0.449407 -0.395805 -7.113952 0.0 0.0 0.0
H -2.276870 -2.039547 -6.820725 0.0 0.0 0.0
H -2.701289 -3.023224 -4.592919 0.0 0.0 0.0
H -1.290151 -2.359809 -2.657341 0.0 0.0 0.0
Se -4.659103 -4.511924 5.554299 0.0 0.0 -0.1
N -5.222538 -3.689806 4.073882 0.0 0.0 0.0
C -4.175817 -3.151634 3.513242 0.0 0.0 0.0
C -4.227454 -2.396701 2.261922 0.0 -0.1 0.0
C -5.379558 -2.270165 1.489902 0.0 0.0 0.0
C -5.316031 -1.564059 0.306177 0.0 0.0 0.0
C -4.100478 -1.005304 -0.078299 0.0 0.0 0.0
N -3.000034 -1.126862 0.649227 -0.1 0.1 0.0
C -3.054622 -1.801232 1.801418 0.1 0.0 0.1
C -1.788379 -1.934313 2.537532 -0.1 0.0 -0.1
N -0.739577 -1.277873 2.033406 0.0 0.2 0.1
C 0.460935 -1.499560 2.539403 0.0 0.0 0.1
C 0.659413 -2.342478 3.633646 0.1 0.1 -0.1
C -0.425592 -2.952268 4.214667 -0.1 0.0 0.0
C -1.690620 -2.750856 3.656976 0.0 0.0 0.1
C -2.912845 -3.343329 4.194105 0.0 0.0 0.0
N -2.958169 -4.036609 5.298101 0.0 0.0 0.0
H -6.298535 -2.727463 1.831672 0.0 0.0 0.0
H -6.184898 -1.448081 -0.325693 0.0 0.0 0.0
H -4.001930 -0.442796 -0.999289 0.0 0.0 0.0
H 1.279556 -0.973301 2.066217 0.0 0.0 0.0
H 1.660404 -2.500343 4.007924 0.0 0.0 0.0
H -0.323581 -3.596103 5.077840 0.0 0.0 0.0
S 0.806160 -2.824284 -0.530917 -0.2 0.0 -0.1
C 0.200146 -1.260209 -0.894429 0.2 0.1 0.3
```
Forces are in eV/Å.

Mulliken population analysis, charges in e, atoms 1 to 2: 0.9918 -1.5380

---

What relative energy (zero: lowest compared OMol25 entry of this formula, charge and spin) values result from the calculations? In sequence: 0.1012; 0.0000 eV.